(1)
# C35H66N6O2P2PbSbSi3

A structure of composition C35H66N6O2P2PbSbSi3 (ωB97M-V/def2-TZVPD, OMol25).

The geometry in XYZ format:
```
116
C35H66N6O2P2PbSbSi3, DFT ωB97M-V/def2-TZVPD
Pb 1.278 -0.212 -0.212
C 4.241 0.836 -1.414
C 4.154 0.103 -2.767
C 3.594 -1.287 -2.751
C 4.413 -2.332 -3.191
C 3.924 -3.606 -3.319
C 2.566 -3.814 -3.016
C 1.806 -2.745 -2.559
N 2.295 -1.489 -2.379
N 3.032 1.611 -1.006
C 2.452 2.434 -2.072
C 1.071 2.961 -1.774
C 0.607 4.079 -2.456
C -0.659 4.594 -2.125
C -1.387 3.997 -1.107
C -0.853 2.855 -0.548
N 0.327 2.315 -0.877
C 3.325 2.517 0.159
C 3.499 1.812 1.464
C 4.754 1.683 2.078
C 4.834 0.886 3.228
C 3.683 0.312 3.758
C 2.502 0.541 3.100
N 2.385 1.258 1.973
H 5.110 1.521 -1.437
H 4.431 0.118 -0.612
H 5.161 -0.007 -3.162
H 3.582 0.664 -3.505
H 5.435 -2.081 -3.450
H 4.569 -4.424 -3.620
H 2.107 -4.777 -3.113
H 0.721 -2.883 -2.454
H 2.392 1.844 -2.968
H 3.075 3.325 -2.292
H 1.222 4.496 -3.263
H -1.026 5.477 -2.627
H -2.355 4.357 -0.737
H -1.408 2.290 0.227
H 2.478 3.189 0.260
H 4.231 3.101 -0.048
H 5.569 2.309 1.751
H 5.777 0.754 3.738
H 3.691 -0.196 4.706
H 1.583 0.082 3.506
C -2.621 -2.826 -2.377
P -1.628 -1.347 -2.863
C -2.783 -0.045 -2.221
C -2.008 -1.342 -4.680
C -1.546 -0.086 -5.423
P 0.173 0.515 -4.876
C 0.355 1.848 -6.156
C 1.224 -0.727 -5.772
H -3.672 -2.664 -2.582
H -2.489 -3.018 -1.297
H -2.279 -3.676 -2.943
H -3.768 -0.113 -2.602
H -2.355 0.908 -2.511
H -2.790 -0.108 -1.120
H -3.101 -1.428 -4.724
H -1.526 -2.203 -5.114
H -2.258 0.745 -5.249
H -1.495 -0.244 -6.507
H 0.038 1.494 -7.142
H 1.370 2.199 -6.208
H -0.247 2.708 -5.860
H 1.014 -0.813 -6.832
H 1.121 -1.685 -5.288
H 2.255 -0.412 -5.671
N 1.182 -3.005 1.016
N 2.467 -3.462 0.679
C 3.512 -2.511 0.804
O 4.674 -2.898 0.985
O 3.150 -1.219 0.581
H 1.105 -2.886 2.036
H 0.490 -3.735 0.786
H 2.747 -4.357 1.096
C -5.409 -0.152 3.212
Si -4.319 0.031 1.687
C -4.606 1.683 0.795
C -4.806 -1.463 0.593
Sb -1.731 -0.108 2.365
Si -1.415 2.022 3.926
C -3.048 2.423 4.845
C -0.991 3.566 2.893
C -0.084 1.728 5.211
Si -1.576 -2.277 3.868
C 0.048 -2.333 4.842
C -1.768 -3.916 2.904
C -2.974 -2.070 5.121
H -6.412 0.133 2.882
H -5.125 0.489 4.044
H -5.406 -1.203 3.553
H -5.678 1.780 0.562
H -4.064 1.789 -0.159
H -4.365 2.515 1.450
H -5.865 -1.375 0.432
H -4.595 -2.407 1.045
H -4.298 -1.513 -0.373
H -3.886 2.557 4.144
H -2.860 3.371 5.325
H -3.285 1.666 5.599
H -1.812 3.972 2.258
H -0.094 3.482 2.279
H -0.750 4.373 3.563
H 0.162 0.668 5.389
H -0.377 2.143 6.198
H 0.870 2.210 4.911
H 0.919 -2.160 4.202
H 0.189 -3.286 5.340
H 0.064 -1.549 5.633
H -1.182 -4.672 3.392
H -1.461 -3.867 1.857
H -2.825 -4.226 2.953
H -3.203 -1.018 5.259
H -2.610 -2.446 6.086
H -3.868 -2.630 4.861
```

Results
2S+1: 1
LUMO level: -1.84 eV
HOMO level: -9.57 eV
total charge: +1
gap between HOMO and LUMO: 7.7 eV

(2)
# C35H67BF9N2O17S

A cluster of 4 separate species, C35H67BF9N2O17S in total (ωB97M-V/def2-TZVPD, OMol25).

The geometry in XYZ format:
```
132
C35H67BF9N2O17S, DFT ωB97M-V/def2-TZVPD
C 1.324 1.728 3.235
C 0.883 0.387 3.843
N -0.308 -0.186 3.150
C -0.108 -1.578 2.739
C 0.902 -1.749 1.592
B 0.987 -0.498 0.526
O -0.290 0.113 0.172
C -0.751 -0.604 -0.925
C -1.865 0.062 -1.701
C -3.139 0.075 -0.865
C -3.086 1.011 0.333
C -4.488 1.185 0.904
O -4.490 2.062 2.014
C -5.047 3.326 1.776
C 0.504 -1.213 -1.631
O 0.121 -2.571 -1.944
N 1.217 -3.437 -1.885
O 0.866 -4.540 -2.012
S 1.132 -0.629 -3.322
O 2.564 -0.534 -3.279
O 0.613 -1.489 -4.356
C 0.570 1.069 -3.818
F -0.743 1.014 -4.139
F 1.251 1.360 -4.956
C 0.796 2.211 -2.783
F -0.257 3.058 -2.892
F 0.815 1.736 -1.536
C 2.050 3.112 -2.987
F 1.931 3.848 -4.116
F 2.028 3.972 -1.933
C 3.449 2.434 -2.955
F 3.738 1.862 -4.143
F 4.356 3.428 -2.744
F 3.538 1.554 -1.952
O 1.527 -1.072 -0.813
C -1.442 -0.048 3.971
C -1.878 1.370 4.224
O -2.070 -0.989 4.429
H 1.489 2.468 4.012
H 0.549 2.116 2.587
H 2.208 1.615 2.628
H 0.668 0.544 4.894
H 1.682 -0.328 3.712
H 0.164 -2.201 3.593
H -1.062 -1.955 2.396
H 1.880 -2.008 1.985
H 0.564 -2.633 1.049
H 1.859 0.291 0.871
H -1.228 -1.505 -0.519
H -1.618 1.055 -2.057
H -2.064 -0.550 -2.579
H -3.978 0.373 -1.492
H -3.336 -0.934 -0.518
H -2.490 0.597 1.133
H -2.707 1.993 0.068
H -4.831 0.209 1.245
H -5.169 1.513 0.120
H -4.416 4.071 2.252
H -6.040 3.426 2.208
H -5.096 3.578 0.720
H -2.331 1.395 5.208
H -1.046 2.058 4.237
H -2.624 1.679 3.502
C -3.513 9.351 7.769
O -3.018 9.003 6.498
C -2.559 7.662 6.456
C -2.429 7.180 5.030
O -3.659 6.783 4.443
C -4.540 7.818 4.038
C -4.112 8.521 2.769
O -3.110 9.486 3.040
C -2.415 9.866 1.876
H -2.738 9.250 8.538
H -3.834 10.390 7.725
H -4.374 8.728 8.039
H -3.255 7.007 6.995
H -1.575 7.614 6.944
H -1.820 6.274 5.044
H -1.913 7.917 4.412
H -4.711 8.534 4.845
H -5.487 7.315 3.832
H -4.980 9.033 2.330
H -3.739 7.777 2.056
H -1.896 9.010 1.431
H -1.677 10.614 2.160
H -3.095 10.303 1.134
C -3.602 -8.038 -8.610
O -3.259 -7.086 -7.635
C -4.376 -6.691 -6.859
C -3.939 -6.013 -5.580
O -3.544 -6.912 -4.558
C -2.256 -7.500 -4.686
C -1.122 -6.562 -4.343
O -0.844 -5.702 -5.431
C -0.089 -4.573 -5.023
H -4.354 -7.642 -9.305
H -2.700 -8.281 -9.167
H -3.986 -8.955 -8.146
H -4.990 -7.566 -6.610
H -4.981 -5.989 -7.451
H -4.809 -5.490 -5.175
H -3.164 -5.269 -5.776
H -2.117 -7.936 -5.678
H -2.246 -8.314 -3.958
H -0.220 -7.150 -4.119
H -1.391 -5.977 -3.455
H -0.643 -3.974 -4.295
H 0.099 -3.961 -5.902
H 0.868 -4.879 -4.592
C 8.268 -3.284 3.832
O 7.823 -3.044 2.520
C 8.895 -2.835 1.621
C 8.438 -2.994 0.188
O 8.339 -4.344 -0.236
C 7.200 -5.068 0.214
C 5.923 -4.708 -0.511
O 5.379 -3.515 0.006
C 4.431 -2.938 -0.879
H 8.848 -2.435 4.216
H 7.389 -3.423 4.458
H 8.881 -4.193 3.879
H 9.703 -3.549 1.824
H 9.278 -1.814 1.766
H 9.207 -2.553 -0.450
H 7.507 -2.453 0.012
H 7.074 -4.974 1.294
H 7.426 -6.114 -0.007
H 5.192 -5.519 -0.378
H 6.137 -4.596 -1.582
H 4.906 -2.668 -1.830
H 4.038 -2.037 -0.417
H 3.603 -3.624 -1.066
```

Results
2S+1: 1
LUMO level: 2.10 eV
HOMO level: -5.51 eV
total charge: -1
gap between HOMO and LUMO: 7.6 eV

(3)
# C35H67BaCsFN4O23S6

A structure of composition C35H67BaCsFN4O23S6 (ωB97M-V/def2-TZVPD, OMol25).

The geometry in XYZ format:
```
138
C35H67BaCsFN4O23S6, DFT ωB97M-V/def2-TZVPD
Ba 0.544 -0.118 0.070
Cs 0.614 -3.326 -3.063
N -2.272 2.380 1.509
O -2.124 3.514 1.864
O -3.364 1.802 1.547
O -1.301 1.736 1.189
F 0.605 -2.814 -0.089
O 2.065 1.919 -1.169
C 1.737 1.854 -2.550
C 0.454 1.104 -3.115
O 0.120 -0.210 -2.718
H 2.612 1.357 -2.968
H 1.718 2.853 -2.987
H 0.559 1.110 -4.200
H -0.421 1.728 -2.933
O 3.170 -1.096 0.637
S 4.505 -1.499 0.317
O 5.224 -2.540 1.083
O 4.659 -1.850 -1.301
C 3.984 -1.083 -2.214
C 4.486 -1.429 -3.612
C 5.597 0.067 0.284
H 4.060 -0.004 -2.081
H 2.908 -1.259 -2.228
H 5.558 -1.331 -3.783
H 3.919 -1.016 -4.446
H 4.317 -2.486 -3.817
H 5.039 0.878 -0.184
H 6.469 -0.219 -0.304
H 5.871 0.391 1.288
O -4.451 1.972 -4.258
S -4.289 2.107 -2.817
O -3.428 3.175 -2.250
O -5.818 2.089 -2.153
C -6.025 2.538 -0.806
C -7.538 2.549 -0.572
C -3.670 0.493 -2.164
H -5.480 3.452 -0.572
H -5.575 1.852 -0.089
H -7.764 2.400 0.484
H -7.982 1.726 -1.131
H -8.006 3.480 -0.895
H -2.666 0.330 -2.557
H -4.457 -0.228 -2.389
H -3.438 0.717 -1.123
O -2.399 -3.720 -5.134
S -3.014 -2.568 -5.775
O -2.958 -2.279 -7.204
O -4.618 -2.520 -5.373
C -5.108 -3.034 -4.074
C -6.322 -2.190 -3.581
C -2.493 -1.055 -4.835
H -4.367 -3.076 -3.275
H -5.473 -4.047 -4.242
H -6.155 -1.113 -3.539
H -6.717 -2.554 -2.633
H -7.088 -2.383 -4.332
H -3.343 -0.386 -4.966
H -1.621 -0.666 -5.362
H -2.250 -1.365 -3.818
O 3.951 3.012 2.544
S 2.494 2.706 2.543
O 1.970 1.424 2.123
O 1.981 3.003 4.095
C 0.637 2.844 4.468
C 0.579 2.134 5.762
C 1.702 4.133 1.675
H 0.085 2.255 3.737
H 0.194 3.830 4.608
H -0.472 1.912 5.947
H 1.020 2.686 6.592
H 1.055 1.156 5.698
H 0.628 3.955 1.727
H 2.171 4.101 0.692
H 1.929 5.060 2.201
O -1.803 6.805 -1.835
S -0.800 5.839 -2.214
O -0.797 5.223 -3.566
O 0.717 6.547 -1.962
C 1.902 5.806 -2.221
C 3.003 6.806 -1.804
C -0.843 4.631 -0.875
H 1.988 5.588 -3.285
H 2.021 4.831 -1.749
H 2.991 6.989 -0.730
H 2.860 7.808 -2.209
H 3.998 6.374 -1.914
H -0.597 5.049 0.102
H -0.050 3.916 -1.097
H -1.857 4.238 -0.802
O -2.490 -3.153 -1.596
S -2.794 -2.495 -0.324
O -2.143 -1.241 0.014
O -4.493 -2.374 -0.319
C -5.066 -1.704 0.737
C -6.566 -2.036 0.651
C -2.610 -3.646 1.114
H -4.886 -0.635 0.626
H -4.670 -2.001 1.708
H -6.621 -3.013 1.132
H -6.882 -2.144 -0.387
H -7.239 -1.393 1.218
H -1.550 -3.895 1.154
H -3.231 -4.512 0.884
H -2.991 -3.217 2.040
N 3.489 -5.612 -2.243
C 3.507 -5.144 -0.943
C 4.044 -5.884 0.057
C 4.671 -7.100 -0.261
C 4.740 -7.599 -1.557
C 4.034 -6.849 -2.563
H 2.990 -4.209 -0.785
H 3.962 -5.507 1.066
H 5.273 -7.516 0.534
H 5.249 -8.518 -1.806
H 4.085 -7.212 -3.579
N 5.654 -1.092 4.195
C 4.753 -0.069 4.112
C 4.452 0.744 5.198
C 5.166 0.513 6.360
C 6.053 -0.562 6.489
C 6.218 -1.391 5.384
H 4.283 0.064 3.149
H 3.620 1.428 5.265
H 5.201 1.131 7.245
H 6.528 -0.778 7.434
H 6.879 -2.245 5.424
N 0.355 -1.151 2.675
C -0.909 -1.101 3.109
C -1.249 -1.347 4.439
C -0.266 -1.698 5.343
C 1.022 -1.835 4.877
C 1.278 -1.449 3.586
H -1.645 -0.781 2.386
H -2.265 -1.153 4.750
H -0.491 -1.921 6.375
H 1.818 -2.009 5.585
H 2.286 -1.464 3.200
```

Results
2S+1: 1
LUMO level: 1.48 eV
HOMO level: -4.12 eV
total charge: -1
gap between HOMO and LUMO: 5.6 eV

Number 1: F_max 0.0488 hartree/bohr. Number 2: F_max 0.0371 hartree/bohr. Number 3: F_max 0.0840 hartree/bohr.